Here is a 9-piece molecular cluster, H18O9 overall from OMol25. Energies are from ωB97M-V/def2-TZVPD.

Positions of all 27 atoms, in Å:
O1 -10.05600 2.18600 -27.34700
O2 -13.46400 1.16400 -27.29900
O3 -12.94100 -1.60400 -29.45100
O4 -11.58700 1.21700 -29.69700
O5 -11.85300 -0.90500 -26.65200
O6 -10.86800 4.28200 -29.62500
O7 -9.85800 -0.87100 -29.96500
O8 -8.35900 3.48100 -30.67600
O9 -15.35600 -0.58200 -28.79800
H1 -9.27400 3.60000 -30.48500
H2 -11.63400 2.06000 -30.06700
H3 -12.46500 -0.30500 -27.10200
H4 -10.27100 -0.09800 -30.35400
H5 -13.60200 1.31100 -26.37500
H6 -14.56000 -0.95100 -29.19800
H7 -9.03500 -0.93800 -30.43800
H8 -12.41300 1.13700 -29.30000
H9 -12.15900 -1.06600 -29.50300
H10 -14.15800 1.69600 -27.67400
H11 -8.17400 4.29500 -31.11000
H12 -12.65500 -2.55100 -29.40500
H13 -11.71600 4.14600 -29.23000
H14 -10.24100 4.51300 -28.92200
H15 -15.08800 -0.38200 -27.91500
H16 -10.49800 1.43000 -27.61800
H17 -9.18000 2.18100 -27.77100
H18 -12.48500 -1.61900 -26.43600

Results
Frontier orbital gap: 10.81 eV
2S+1: 1

***

Here is H18O9 as an isolated structure from OMol25. Energies are from ωB97M-V/def2-TZVPD.

Positions of all 27 atoms, in Å:
O1 -0.30801 -2.86047 -0.48032
O2 0.44143 0.82179 -2.10721
O3 0.82277 1.40451 2.03322
O4 -1.40428 1.46262 2.17052
O5 -1.83599 0.21639 0.52616
O6 -1.62189 1.17876 -1.52686
O7 0.62199 -1.37909 -1.75127
O8 2.06722 -0.81365 0.76592
O9 0.21464 -0.20412 0.24483
H1 1.24010 0.29845 -2.04031
H2 0.22985 -0.28841 -0.70853
H3 -0.43857 -3.48934 -1.19004
H4 -0.70166 -0.02429 0.45528
H5 -2.52854 -0.36694 0.83652
H6 -1.52632 1.39152 3.11724
H7 0.78522 0.50381 1.71138
H8 -0.50952 1.15757 2.02031
H9 -0.80894 0.79644 -1.85729
H10 -1.39805 1.50096 -0.65375
H11 1.22927 -1.68107 -2.42673
H12 1.16757 -0.87901 -1.14423
H13 0.08019 -2.09583 -0.90561
H14 1.23219 -0.59272 0.35344
H15 1.51629 1.39492 2.69289
H16 2.41652 0.02576 1.06529
H17 0.73770 1.67097 -2.43486
H18 -1.72116 0.85046 1.23398

Results
Frontier orbital gap: 9.13 eV
2S+1: 1